No. 1
The following is a quantum chemistry calculation of a single CH4BCl molecule, from OMol25.

Structure (XYZ):
```
7
Properties=species:S:1:pos:R:3:forces:R:3:nbo_charge:R:1
C 0.3197 1.9542 -0.4826 0.2 2.7 0.1 -0.555
H -0.6104 2.6572 -0.5148 0.8 -1.9 0.2 0.161
H 0.5848 1.7853 -1.5263 -0.2 -0.8 -0.2 0.145
B 0.0263 -1.4247 1.0337 1.1 2.9 -3.1 0.374
Cl -0.2525 0.2539 0.4062 -1.1 -0.8 0.6 0.036
H 0.8404 -1.9553 0.4955 1.3 -1.4 -1.0 -0.076
H -0.4581 -1.6008 1.9615 -2.0 -0.8 3.4 -0.084
```
Forces are in eV/Å.

Values from the calculation:
HOMO level (alpha / beta): -7.94 / -7.94 eV
gap between HOMO and LUMO (alpha / beta): 7.3963 / 7.3956 eV
energy: -525.337631 Ha
relative energy (zero: lowest compared OMol25 entry of this formula, charge and spin): 5.8381 eV

---

No. 2
The following is a quantum chemistry calculation of a gas-phase ion, CH4Br2OP (charge +1), from OMol25.

Structure (XYZ):
```
9
Properties=species:S:1:pos:R:3:forces:R:3:nbo_charge:R:1
P -0.2470 -0.6218 -1.2262 0.1 2.7 -2.1 1.457
H 0.1893 1.3094 0.4432 0.3 -0.9 -1.2 0.310
C 0.6807 0.3728 0.0392 -2.7 -1.4 1.3 -0.961
H 1.6919 0.5062 -0.2074 1.3 0.1 -0.5 0.294
O -1.7785 -0.7454 -0.8625 0.8 0.3 0.4 -0.922
H 0.5651 -0.3420 0.8783 0.7 0.2 0.0 0.263
Br 0.2694 -2.6400 -1.5421 0.6 0.2 -0.1 0.077
H -1.8381 -0.2700 -0.0275 -1.1 0.2 0.6 0.522
Br -0.2126 0.7336 -3.0954 0.1 -1.7 1.6 -0.041
```
Forces are in eV/Å.

Values from the calculation:
HOMO level: -15.68 eV
gap between HOMO and LUMO: 10.0738 eV
energy: -5604.894938 Ha
relative energy (zero: lowest compared OMol25 entry of this formula, charge and spin): 0.5344 eV
net charge: +1

---

No. 3
The following is a quantum chemistry calculation of a single CH4Br2OSi molecule, from OMol25.

Structure (XYZ):
```
9
Properties=species:S:1:pos:R:3:forces:R:3:nbo_charge:R:1
H 0.9814 -0.0480 1.8300 -0.4 0.2 1.2 -0.203
Br 1.6357 2.7708 -0.0022 -0.4 -2.9 0.5 -0.459
Si 1.1998 0.1015 0.4487 0.5 1.7 -2.2 1.527
Br 2.7949 -1.2920 -0.1126 0.3 0.5 0.1 -0.275
O 0.0458 -0.3994 -0.5662 -0.4 0.5 0.2 -0.922
C -1.3835 -0.3281 -0.4797 1.8 3.7 3.4 -0.219
H -1.8039 0.5361 -0.9207 -0.1 0.7 -1.5 0.196
H -1.7246 -0.1388 0.5592 0.5 -0.5 0.0 0.166
H -1.7456 -1.2022 -0.7564 -1.8 -3.8 -1.7 0.188
```
Forces are in eV/Å.

Values from the calculation:
HOMO level: -10.07 eV
gap between HOMO and LUMO: 9.4887 eV
energy: -5553.324178 Ha
relative energy (zero: lowest compared OMol25 entry of this formula, charge and spin): 0.5373 eV
SMILES: CO[SiH](Br)Br

---

No. 4
The following is a quantum chemistry calculation of 2 unconnected molecules or ions with the total composition CH4Br2Si, from OMol25.

Structure (XYZ):
```
8
Properties=species:S:1:pos:R:3:forces:R:3:nbo_charge:R:1
H -0.4878 -0.3991 2.2633 1.3 0.2 0.8 0.189
C -1.2138 -0.1564 1.5522 -0.8 -1.0 -3.4 -0.677
Br -1.8826 1.5870 1.5000 0.0 0.7 0.3 0.032
H 0.8311 0.2754 -1.5414 -0.8 0.0 0.1 -0.145
H -1.6063 0.6437 -1.2692 -2.2 1.7 -0.7 -0.186
Br -0.6269 -2.2300 -2.3033 -0.3 0.7 0.2 -0.290
H -2.0468 -0.8534 1.6001 0.1 0.1 -0.2 0.193
Si -0.5708 -0.2339 -1.2859 2.7 -2.2 2.9 0.884
```
Forces are in eV/Å.

Values from the calculation:
HOMO level: -8.07 eV
gap between HOMO and LUMO: 7.4651 eV
energy: -5477.932765 Ha
relative energy (zero: lowest compared OMol25 entry of this formula, charge and spin): 4.0788 eV

---

No. 5
The following is a quantum chemistry calculation of a molecular structure, CH4BrN2, from OMol25.

Structure (XYZ):
```
8
Properties=species:S:1:pos:R:3:forces:R:3:nbo_charge:R:1
H 0.8766 -1.2526 0.6552 0.9 2.4 -4.4 0.584
H 1.5801 0.2783 0.6942 -0.6 -0.2 -1.8 0.439
H -0.4967 1.4386 -0.1273 0.1 0.6 -0.5 0.231
N 1.0957 -0.2034 -0.1482 -3.2 0.0 8.3 -0.812
C -0.3699 0.3751 -0.1525 0.5 -2.5 1.2 0.206
H 1.4310 0.2723 -0.9332 2.1 -0.9 -2.5 0.474
N -1.1783 -0.5675 0.0251 1.7 0.2 -0.3 -0.496
Br -2.9385 -0.3408 -0.0133 -1.4 0.4 0.1 0.375
```
Forces are in eV/Å.

Values from the calculation:
HOMO level: -14.61 eV
gap between HOMO and LUMO: 8.9487 eV
energy: -2723.610345 Ha
relative energy (zero: lowest compared OMol25 entry of this formula, charge and spin): 4.7018 eV
net charge: +1

---

No. 6
The following is a quantum chemistry calculation of 2 unconnected molecules or ions with the total composition CH4BrN2, from OMol25.

Structure (XYZ):
```
8
Properties=species:S:1:pos:R:3:forces:R:3:nbo_charge:R:1
N 1.1652 0.3728 0.7928 0.6 -0.2 0.7 -0.678
N -0.8580 0.0540 -1.2449 2.5 -0.6 1.6 -0.619
H -1.4790 0.8255 -1.2179 -0.9 1.3 0.5 0.366
H -0.4358 -1.0670 1.0769 0.5 0.1 0.5 0.233
Br -1.8664 -1.3254 -1.7869 -0.2 -0.5 0.3 0.403
C -0.0030 -0.1476 0.6850 0.0 0.6 -3.1 0.385
H 1.9810 0.0686 1.3933 -1.5 -0.3 -0.3 0.457
H 1.4960 1.2192 0.3018 -1.0 -0.4 -0.3 0.454
```
Forces are in eV/Å.

Values from the calculation:
HOMO level (alpha / beta): -14.21 / -14.41 eV
gap between HOMO and LUMO (alpha / beta): 7.6872 / 8.0465 eV
energy: -2723.589182 Ha
relative energy (zero: lowest compared OMol25 entry of this formula, charge and spin): 5.2777 eV
net charge: +1

---

No. 7
The following is a quantum chemistry calculation of a single CH4BrNO molecule, from OMol25.

Structure (XYZ):
```
8
Properties=species:S:1:pos:R:3:forces:R:3:mulliken_spin:R:1
H 0.6982 -0.5279 -0.9690 0.0 -0.5 -0.4 -0.001
O 0.1569 0.5495 0.6262 0.8 0.2 -1.2 0.134
Br -2.2467 -0.2674 -0.1504 -5.0 -3.8 -0.3 1.008
H 1.9941 -0.5723 0.2670 -2.7 0.2 0.1 0.002
C 0.8062 -0.6039 0.0984 4.1 1.4 -0.6 0.010
H -1.0705 2.0180 0.0091 1.3 -3.4 -1.9 0.027
H 0.4242 -1.4868 0.4640 -0.9 -1.9 0.9 0.003
N -0.7622 0.8908 -0.3453 2.3 7.8 3.4 0.818
```
Forces are in eV/Å.

Values from the calculation:
HOMO level (alpha / beta): -6.07 / -9.98 eV
gap between HOMO and LUMO (alpha / beta): 6.9617 / 7.3072 eV
2S+1: 3
energy: -2744.248924 Ha
relative energy (zero: lowest compared OMol25 entry of this formula, charge and spin): 2.0565 eV

---

No. 8
The following is a quantum chemistry calculation of 2 unconnected molecules or ions with the total composition CH4BrOP, from OMol25.

Structure (XYZ):
```
8
Properties=species:S:1:pos:R:3:forces:R:3:nbo_charge:R:1
H 0.1761 1.6624 0.8314 -2.5 0.2 1.1 -0.006
Br -0.6755 -2.8489 -1.2036 0.3 -0.4 -0.9 -0.021
O -1.3288 -0.4175 -0.2870 -0.8 -1.3 0.5 -0.652
P 1.1074 0.9574 0.1957 0.0 0.4 -3.2 0.013
C -1.3372 -1.6668 0.0942 -0.4 1.3 1.0 0.181
H 1.6029 2.2445 0.3036 1.8 0.3 0.1 0.000
H 1.5417 0.3073 1.2690 1.1 -0.6 2.0 -0.007
H -1.0866 -0.2384 -1.2032 0.4 0.0 -0.6 0.492
```
Forces are in eV/Å.

Values from the calculation:
HOMO level: -9.36 eV
gap between HOMO and LUMO: 9.5875 eV
energy: -3030.961621 Ha
relative energy (zero: lowest compared OMol25 entry of this formula, charge and spin): 3.3189 eV

---

No. 9
The following is a quantum chemistry calculation of 2 unconnected molecules or ions with the total composition CH4Cl2O2Si, from OMol25.

Structure (XYZ):
```
10
Properties=species:S:1:pos:R:3:forces:R:3:nbo_charge:R:1
O 1.5195 0.2459 -0.1543 -0.5 -0.8 0.1 -1.216
H 2.9703 1.1642 0.1317 -0.9 -0.5 0.0 0.307
H -1.7568 0.9000 0.9836 -0.4 0.8 -0.4 0.193
Cl 4.1488 1.5529 -0.1192 1.2 0.5 -0.1 -0.335
H -2.1894 0.6899 -0.7591 -0.9 1.8 -2.8 0.191
H -2.8538 -0.3703 0.5237 -1.5 0.4 -0.2 0.199
C -2.0944 0.2807 0.1541 2.0 -2.3 3.9 -0.209
Si 0.5046 -0.8908 -0.1747 -0.6 0.5 -0.2 2.160
Cl 0.8239 -2.8521 -0.6343 0.0 0.8 0.3 -0.353
O -1.0728 -0.7204 0.0484 1.6 -1.3 -0.6 -0.937
```
Forces are in eV/Å.

Values from the calculation:
HOMO level: -10.48 eV
gap between HOMO and LUMO: 10.0505 eV
energy: -1400.942353 Ha
relative energy (zero: lowest compared OMol25 entry of this formula, charge and spin): 1.9343 eV
SMILES: CO[Si](=O)Cl.Cl

---

No. 10
The following is a quantum chemistry calculation of a molecular structure, CH4ClMgN2O, from OMol25.

Structure (XYZ):
```
10
Properties=species:S:1:pos:R:3:forces:R:3:mulliken_spin:R:1
H 1.5057 15.3129 -26.1096 0.7 0.0 -0.3 0.000
Cl -3.3708 12.5756 -26.7986 0.4 -0.4 0.2 0.044
H -0.4344 15.3751 -25.9799 -0.5 -0.1 -0.1 0.002
H 2.4023 15.0702 -27.5854 -0.3 -0.1 0.1 0.000
C 0.4024 14.7472 -27.6398 0.4 -1.9 -2.1 -0.001
Mg -1.8311 11.0125 -26.0940 -0.4 0.5 -0.3 0.953
O 0.2804 14.2952 -28.7440 0.1 -0.3 -2.6 -0.002
H -1.5564 14.7635 -27.1236 0.3 -0.2 -0.2 0.001
N -0.5949 14.8474 -26.8260 -3.8 1.3 3.5 0.003
N 1.5599 14.9352 -27.0448 3.2 1.1 1.6 0.000
```
Forces are in eV/Å.

Values from the calculation:
HOMO level (alpha / beta): -7.41 / -9.73 eV
gap between HOMO and LUMO (alpha / beta): 7.4658 / 8.2842 eV
2S+1: 2
energy: -885.580427 Ha

---

No. 11
The following is a quantum chemistry calculation of a molecular structure, CH4ClN, from OMol25.

Structure (XYZ):
```
7
Properties=species:S:1:pos:R:3:forces:R:3:nbo_charge:R:1
Cl -2.1652 0.2920 0.1634 -0.1 0.7 0.2 -0.103
N -0.7472 -1.6300 -0.2217 0.6 -3.5 1.8 -0.771
H -1.2724 -1.9907 0.6267 0.4 0.5 -1.5 0.387
H 0.6637 2.6368 0.3389 -0.3 -1.5 0.4 -0.001
C -0.7664 -0.4250 -0.6286 -0.6 1.5 -0.8 0.088
H 0.5223 1.8781 0.5200 0.3 1.6 -0.4 -0.004
H -0.0517 -2.2939 -0.5952 -0.4 0.8 0.3 0.404
```
Forces are in eV/Å.

Values from the calculation:
HOMO level: -9.28 eV
gap between HOMO and LUMO: 10.1750 eV
energy: -555.345881 Ha
relative energy (zero: lowest compared OMol25 entry of this formula, charge and spin): 2.6282 eV

---

No. 12
The following is a quantum chemistry calculation of 2 unconnected molecules or ions with the total composition CH4ClN2O, from OMol25.

Structure (XYZ):
```
9
Properties=species:S:1:pos:R:3:forces:R:3:nbo_charge:R:1
N 0.6898 -0.6426 -0.0865 0.0 0.3 0.4 -0.866
N 0.0358 1.5814 0.0728 0.6 -0.1 0.1 -0.876
H 0.7524 1.7897 -0.5979 -0.2 0.1 -0.1 0.368
H 0.4872 -1.6301 0.0181 -0.4 0.0 -0.1 0.455
C -0.2207 0.2576 0.4080 0.0 -0.4 -0.2 0.775
Cl -1.4705 -3.1976 -0.7158 0.3 -0.1 0.0 -0.983
H -0.6863 2.2544 0.2346 -0.1 -0.1 0.0 0.393
O -1.1854 -0.0542 1.0692 -0.1 0.3 0.1 -0.631
H 1.5977 -0.3585 -0.4025 -0.1 0.0 -0.1 0.363
```
Forces are in eV/Å.

Values from the calculation:
HOMO level: -3.48 eV
gap between HOMO and LUMO: 7.0471 eV
energy: -685.555253 Ha
relative energy (zero: lowest compared OMol25 entry of this formula, charge and spin): 0.1042 eV
net charge: -1